# 1
Entry from OMol25: a 9-piece molecular cluster, C5H30N2O8 overall (ωB97M-V/def2-TZVPD).

Calculated values
Energy relative to the best compared isomer or geometry (same formula, charge and spin), kJ/mol: 350.7
Energy, eV: -25015.6602
LUMO energy, eV: -5.3
E_HOMO, eV: -16.29
Orbital gap, eV: 10.96
Molecular weight, g/mol: 246.30
Charge: +2

```
45
Properties=species:S:1:pos:R:3:forces:R:3:nbo_charge:R:1
H -1.57522 5.40204 1.95827 -1.2 2.9 -0.3 0.50
H -2.61315 1.13891 1.26443 -0.6 0.1 1.6 0.18
H 1.50633 -2.80111 -3.28269 1.8 -2.7 -1.3 0.49
N -0.67515 2.20577 0.66051 -4.5 -2.5 -0.7 -0.75
O -1.37618 -1.51717 -1.57118 -0.3 -1.9 -1.2 -0.99
H -1.04736 -0.42687 0.50182 0.7 0.0 1.7 0.20
C 1.03604 -0.22844 0.62434 -1.1 -0.8 2.8 0.07
H 1.32738 -3.08977 3.29236 0.5 -0.2 1.0 0.49
H -1.10109 -2.08876 -2.36376 -0.3 1.0 1.3 0.54
H 1.37284 -1.26828 -3.41019 -0.6 -1.2 0.5 0.51
H -1.19110 4.54669 3.24395 -0.3 0.7 1.3 0.50
H -2.49628 1.84116 2.98725 -0.3 0.5 -0.1 0.25
H 1.37982 -2.17913 -0.13448 -0.4 1.5 -0.4 0.48
H -1.63913 1.81388 0.09429 3.7 1.1 1.2 0.43
H 1.34553 1.26105 -1.86560 1.2 1.6 1.6 0.50
H 0.22449 -1.38025 -1.00763 1.2 0.7 0.9 0.50
C 2.02877 0.51043 1.03874 4.3 -0.1 -1.4 -0.32
H 0.16509 2.06786 0.08724 0.4 0.6 -0.6 0.48
O 1.55463 1.84460 -1.04552 -1.3 -1.6 -1.2 -0.99
H 0.36177 -4.95292 0.09246 -0.2 3.9 0.7 0.51
H 0.34768 -4.43767 3.32989 1.4 3.2 -1.4 0.52
C -0.67494 1.24223 1.86149 0.2 -1.6 0.7 -0.04
O 1.01324 -2.10086 -2.98255 -1.3 3.8 0.6 -1.00
H 0.07365 1.56509 2.63728 -1.0 0.1 -0.8 0.24
H 1.92835 2.62901 -1.40579 0.6 1.2 -0.7 0.50
O 0.66487 -3.56716 2.81151 -1.7 -2.9 1.0 -1.00
H 3.08294 0.49482 0.48095 -2.5 -0.1 1.2 0.24
H 0.45013 0.95570 -3.18595 -0.7 -0.2 -1.2 0.51
O 1.35437 0.65729 -3.39270 -1.1 -2.0 5.0 -0.98
H 1.58556 0.91380 -4.20829 1.3 1.8 -4.8 0.50
O -1.23691 4.63545 2.31408 1.5 -3.7 -1.3 -0.99
O -1.33128 0.87742 -3.04935 0.7 0.5 0.7 -0.98
H -1.96317 0.82136 -3.74796 -0.6 0.3 -1.1 0.50
O 0.28352 -3.90512 0.30005 -1.9 -4.1 -5.9 -0.99
H -2.02924 -2.09119 -1.10127 0.6 0.6 -0.3 0.52
H -2.43592 0.14253 2.66997 0.3 -0.9 0.5 0.24
C -0.29394 -0.24366 1.37262 -1.4 1.9 -2.6 -0.45
H 1.86704 -0.89424 -1.12217 0.1 -0.1 -0.1 0.45
H -1.04299 3.16032 0.83724 1.2 0.0 0.8 0.48
H -0.51935 -0.97908 2.17331 0.7 0.4 -0.5 0.28
H 0.72063 -3.78908 1.06853 2.1 0.3 4.7 0.48
H -1.51572 0.08907 -2.54425 -0.1 -0.7 0.6 0.49
N 1.15011 -1.17138 -0.45576 -0.5 -2.2 -0.6 -0.77
H 2.07595 1.20217 1.87355 -0.6 -0.2 -0.1 0.24
C -2.14263 1.09349 2.30097 0.3 1.0 -2.0 -0.60
```
Forces are in eV/Å.

---

# 2
Entry from OMol25: a 2-piece molecular cluster, CHF2NO2 overall (ωB97M-V/def2-TZVPD).

Calculated values
Energy relative to the best compared isomer or geometry (same formula, charge and spin), kJ/mol: 544.0
Energy, eV: -12064.7925
LUMO energy (spin up / spin down), eV: -1.3 / -1.3
E_HOMO (spin up / spin down), eV: -9.63 / -9.63
Orbital gap (spin up / spin down), eV: 8.30 / 8.30
Molecular weight, g/mol: 97.02
Charge: 0

```
7
Properties=species:S:1:pos:R:3:forces:R:3:nbo_charge:R:1
H 0.30860 2.10309 -0.53352 -2.1 -2.8 -0.5 0.45
F 0.23834 -1.66613 1.28352 0.1 -0.3 -1.2 -0.27
N -0.06974 0.29798 0.20147 -2.0 -3.7 -5.2 0.20
O -0.65170 0.78802 -1.17438 3.9 2.1 4.9 -0.55
F -0.07692 -1.64396 -0.96130 -0.3 -1.4 -0.4 -0.23
C 0.01118 -1.03217 0.14466 0.2 4.9 2.6 0.86
O 0.24024 1.15319 1.03955 0.2 1.3 -0.1 -0.45
```
Forces are in eV/Å.

---

# 3
Entry from OMol25: a 7-piece molecular cluster, C9H31O7 overall (ωB97M-V/def2-TZVPD).

Calculated values
Energy relative to the best compared isomer or geometry (same formula, charge and spin), kJ/mol: 0.0
Energy, eV: -24168.7404
LUMO energy, eV: 3.3
E_HOMO, eV: -6.37
Orbital gap, eV: 9.67
Molecular weight, g/mol: 251.34
Charge: -1

```
47
Properties=species:S:1:pos:R:3:forces:R:3:nbo_charge:R:1
H 29.16722 16.46249 -30.19258 0.1 -0.3 -0.1 0.19
O 32.18469 19.69215 -27.36373 0.0 -0.3 0.2 -0.78
C 27.98950 21.97680 -28.59406 0.1 0.1 -0.5 -0.06
H 29.81982 17.33408 -25.20414 -0.2 -0.2 0.0 0.17
H 27.16180 23.78766 -27.76431 0.0 0.0 0.0 0.19
H 28.39392 18.83521 -29.69574 -0.3 0.2 -0.2 0.50
H 31.51312 16.94321 -25.36310 0.0 -0.3 0.2 0.16
C 32.56726 18.72988 -30.71786 -0.6 -0.2 0.3 -0.25
H 29.03179 17.13366 -31.80757 -0.1 0.0 -0.1 0.22
H 31.39893 19.29237 -27.81098 0.2 0.2 0.1 0.51
C 30.50492 16.56317 -25.57241 0.3 0.6 -0.6 -0.25
H 27.05946 17.51557 -27.04814 -0.2 0.0 0.0 0.16
H 32.87855 18.60036 -31.75505 0.2 0.2 0.0 0.16
O 29.25397 21.49686 -29.00668 0.1 -0.1 0.3 -0.75
H 26.90287 16.98636 -29.62627 -0.3 0.1 0.0 0.15
C 27.29471 17.44240 -30.54016 0.8 0.3 -0.8 -0.06
O 27.96124 19.25439 -26.44337 -0.2 -0.1 0.1 -0.78
O 27.66119 18.79741 -30.35130 0.1 -0.2 0.5 -0.75
H 32.43918 17.72316 -30.29729 0.2 0.0 0.0 0.15
H 29.38730 20.58997 -28.67787 0.0 0.1 -0.2 0.51
C 26.78366 18.48904 -26.62450 0.2 0.0 0.1 -0.06
C 28.48286 16.59725 -31.03447 -0.2 0.5 0.5 -0.64
H 33.31805 19.26136 -30.12723 0.2 -0.1 -0.1 0.17
O 31.33721 19.42773 -30.70720 0.0 -0.2 0.0 -0.75
H 27.49541 21.27090 -27.92327 0.0 0.0 0.1 0.18
H 26.55405 17.49273 -31.34010 -0.3 -0.3 0.3 0.16
C 26.11708 18.30350 -25.27398 0.3 -0.4 0.4 -0.62
O 29.80706 18.77131 -28.39031 0.0 -0.3 0.0 -1.27
H 28.72494 24.03558 -28.53711 0.1 -0.2 -0.2 0.20
O 30.36796 16.35293 -26.96761 -0.3 0.0 -0.1 -0.77
H 25.34430 17.53026 -25.25558 -0.2 0.2 -0.3 0.19
H 26.87288 17.93791 -24.57200 0.1 0.2 0.0 0.21
C 31.66778 20.31852 -26.20448 -0.1 -0.4 -0.2 -0.25
H 25.71826 19.23486 -24.87296 0.0 0.0 -0.1 0.20
H 28.63163 23.22768 -26.96510 0.1 0.0 -0.1 0.20
H 32.45117 20.48267 -25.46152 0.2 0.2 -0.3 0.15
H 26.10090 18.97768 -27.33153 0.0 0.0 0.0 0.15
H 30.33157 15.60510 -25.08838 0.0 0.1 0.2 0.16
H 28.15138 15.62425 -31.39834 0.1 -0.1 0.0 0.19
H 30.88647 19.24209 -29.85459 0.1 0.4 -0.3 0.50
H 30.94426 19.66521 -25.70280 -0.2 0.2 -0.1 0.16
H 30.19175 17.21295 -27.40285 0.2 0.0 0.4 0.50
C 28.14463 23.33470 -27.93769 -0.3 0.1 0.5 -0.62
H 28.61378 18.95493 -27.11564 0.1 0.3 -0.2 0.52
H 31.19848 21.26269 -26.49074 -0.1 0.1 0.3 0.17
H 27.35910 22.08383 -29.48731 -0.1 -0.1 0.0 0.14
H 29.84431 17.95586 -28.90029 0.0 0.0 -0.2 0.44
```
Forces are in eV/Å.

---

# 4
Entry from OMol25: an isolated ion of composition C4H8Cl2NO2S and charge +1 (ωB97M-V/def2-TZVPD).

Calculated values
Energy relative to the best compared isomer or geometry (same formula, charge and spin), kJ/mol: 103.9
Energy, eV: -45732.4827
LUMO energy, eV: -5.5
E_HOMO, eV: -14.93
Orbital gap, eV: 9.40
Molecular weight, g/mol: 205.09
Charge: +1
SMILES: C[N@+]1(S(=O)(=O)Cl)C[C@@H]1CCl

```
18
Properties=species:S:1:pos:R:3:forces:R:3:nbo_charge:R:1
C 1.02355 -0.73664 0.71469 2.9 1.7 1.5 -0.20
O 1.27724 2.12159 1.05717 -0.2 0.3 -0.8 -0.82
H -0.80223 -1.00549 -1.45460 -2.0 -1.8 0.6 0.24
C -0.06540 -0.30552 -1.58079 2.5 -1.7 -1.5 -0.44
H 1.04548 -1.67991 0.35742 0.2 -3.2 -1.0 0.23
O -0.14095 2.41696 -1.03614 -0.3 1.2 -0.3 -0.80
H -1.49541 -1.99141 0.89958 -0.1 0.1 -1.1 0.25
H 0.73472 -0.84001 -2.15713 -0.5 0.9 0.4 0.24
Cl 2.73312 1.61689 -1.43308 -2.2 0.4 1.2 -0.14
Cl -3.03333 -0.12709 0.22787 1.9 -0.7 0.5 -0.03
H -2.00856 -1.01623 2.14864 1.4 0.9 -1.3 0.30
H 2.05647 -0.44136 1.22165 -2.6 -0.2 -1.0 0.30
C -0.29827 -0.22466 1.00223 0.5 3.2 1.7 -0.07
N 0.42560 0.12188 -0.30960 -0.1 1.7 1.6 -0.41
H -0.49183 0.48034 -2.11776 -0.4 1.3 -0.8 0.27
S 0.89852 1.85934 -0.28667 2.6 -1.6 -0.2 2.22
C -1.55509 -0.92136 1.09209 -3.9 -1.9 1.2 -0.42
H -0.30365 0.67268 1.65443 0.1 -0.6 -0.6 0.27
```
Forces are in eV/Å.

---

# 5
Entry from OMol25: C3H6O2S2 in the gas phase (ωB97M-V/def2-TZVPD).

Calculated values
Energy relative to the best compared isomer or geometry (same formula, charge and spin), kJ/mol: 79.6
Energy, eV: -28973.4680
LUMO energy, eV: 0.4
E_HOMO, eV: -9.18
Orbital gap, eV: 9.61
Molecular weight, g/mol: 138.21
Charge: 0
SMILES: O=C(O)CCSS

```
13
Properties=species:S:1:pos:R:3:forces:R:3:nbo_charge:R:1
S 2.39016 1.05019 -0.36194 -0.8 0.5 -0.2 0.12
O -2.53737 -0.84710 -0.04516 0.7 -0.7 -1.2 -0.66
H 0.11880 -0.04462 1.30510 -0.5 -0.2 -1.1 0.24
S 1.43395 2.64307 0.51078 0.7 0.2 0.5 -0.14
O -0.73643 -2.22996 -0.09083 -1.4 0.3 -0.8 -0.60
H 0.64785 0.01914 -1.80077 0.0 0.4 0.2 0.22
H 1.32679 -0.93948 -0.44724 0.0 0.1 -1.0 0.25
H -0.97215 0.86505 0.21767 0.8 0.8 0.0 0.23
C -0.26714 0.03334 0.25025 -0.9 1.3 -0.1 -0.51
H 1.69099 2.17913 1.75618 -0.3 0.4 -0.1 0.13
C 0.93845 0.05385 -0.74906 -0.4 -2.3 1.5 -0.56
H -2.81216 -1.67018 -0.49361 -1.0 0.1 0.5 0.50
C -1.22174 -1.11243 -0.05138 3.1 -0.9 1.9 0.78
```
Forces are in eV/Å.

---

# 6
Entry from OMol25: C5H9NOS in the gas phase (ωB97M-V/def2-TZVPD).

Calculated values
Energy relative to the best compared isomer or geometry (same formula, charge and spin), kJ/mol: 291.8
Energy, eV: -19701.2791
LUMO energy, eV: 0.9
E_HOMO, eV: -8.93
Orbital gap, eV: 9.84
Molecular weight, g/mol: 131.20
Charge: 0
SMILES: C[C@@H]1O[C@@H]1C/C=N/S

```
17
Properties=species:S:1:pos:R:3:forces:R:3:nbo_charge:R:1
C -1.78660 0.54870 0.03492 -0.1 0.1 -1.0 0.07
H -1.08066 2.59495 0.49350 0.2 -0.8 -0.4 0.23
N 2.20077 -0.59268 -0.24312 1.4 0.0 -1.3 -0.56
C -1.33156 -0.85968 0.04468 -0.8 -0.9 -0.2 0.06
C -0.02024 -1.52045 -0.21230 2.1 2.9 0.1 -0.48
H -2.11857 -1.57446 -0.08131 -0.6 -0.3 -0.6 0.17
H 0.17115 1.41413 -0.19720 -0.9 0.7 0.2 0.22
S 3.39644 0.40747 0.41961 0.7 0.3 0.2 0.15
C -0.89591 1.76332 -0.22526 0.4 -0.3 -0.6 -0.64
H 0.05380 -2.53577 0.09819 -0.3 -0.8 0.5 0.23
H 0.26732 -1.46849 -1.25768 -0.5 -0.3 -0.4 0.24
H 1.03353 -0.22430 1.34592 -0.5 0.5 1.1 0.17
C 1.12956 -0.67927 0.39388 -0.9 -1.5 -0.3 0.10
O -1.59947 -0.15615 1.22964 0.6 0.3 1.6 -0.50
H -1.05182 2.17826 -1.25517 0.0 -0.5 0.8 0.22
H -2.85325 0.57630 -0.22265 0.3 0.7 0.0 0.18
H 4.48551 0.12812 -0.36567 -0.9 -0.2 0.1 0.13
```
Forces are in eV/Å.

---

# 7
Entry from OMol25: C6H7NO in the gas phase (ωB97M-V/def2-TZVPD).

Calculated values
Energy relative to the best compared isomer or geometry (same formula, charge and spin), kJ/mol: 383.3
Energy, eV: -9868.6848
LUMO energy, eV: 0.4
E_HOMO, eV: -9.96
Orbital gap, eV: 10.37
Molecular weight, g/mol: 109.13
Charge: 0
SMILES: N#CC1=CCC[C@@H]1O

```
15
Properties=species:S:1:pos:R:3:forces:R:3:nbo_charge:R:1
C -2.32511 -0.35640 -0.27813 -8.4 2.3 3.6 0.27
H 1.50308 0.02819 -1.58681 1.4 -1.2 -4.1 0.21
N -3.47496 -0.01023 0.09458 8.3 -2.7 -3.2 -0.31
C -0.07507 -1.28026 0.14932 2.8 -3.6 2.5 -0.06
C 1.34502 -0.77921 0.40651 -1.7 0.2 -1.7 -0.44
H -0.28070 -2.25014 0.56991 -0.6 -0.3 -0.2 0.21
C -0.90621 -0.42368 -0.29110 -1.6 3.1 -1.3 -0.22
H 1.76461 1.29474 -0.22274 0.9 -0.7 -1.5 0.24
H 1.43220 -0.71539 1.52410 0.0 1.2 -1.0 0.24
C 1.26818 0.42014 -0.71351 -1.2 3.2 7.5 -0.40
H 2.11357 -1.50663 0.17319 0.0 -0.2 -0.5 0.22
O -0.09879 1.61894 0.70373 -4.9 1.0 2.9 -0.73
H -0.94516 1.37188 -1.33528 2.4 0.4 1.1 0.20
C -0.19157 0.95065 -0.53429 -2.1 -2.4 -0.5 0.10
H -1.12907 1.63740 1.34051 4.6 -0.2 -3.4 0.49
```
Forces are in eV/Å.

---

Question: molecular weight of number 3 (C9H31O7)?
Answer: 251.34 g/mol